[1]
Below is a structure of composition C11H11BrIrO2 at a distorted geometry, with properties calculated with ωB97M-V/def2-TZVPD.

Each line ends with the Mulliken charge.
Geometry (Å):
C  2.0251  0.5981  -0.0687  -0.27
C  1.7093  1.0274  1.2442  -0.67
C  1.3717  -0.1532  2.0465  -0.22
H  1.6784  2.0496  1.6090  0.43
C  1.5371  -1.3067  1.1756  -0.78
C  1.9105  -0.8239  -0.1309  -0.56
H  2.0983  -1.4628  -0.9895  0.41
H  2.2842  1.2512  -0.9008  0.39
H  1.0423  -0.1704  3.0842  0.43
H  1.3493  -2.3420  1.4562  0.34
Ir  -0.1387  -0.0635  0.6814  1.37
Br  -1.3511  1.7098  1.7000  -0.67
C  -1.6721  0.4500  -1.0056  -0.50
C  -0.6997  -0.4244  -1.6390  -0.44
C  -0.0234  0.3504  -2.6655  -0.80
H  -0.7462  -1.5039  -1.5835  0.65
C  -0.5639  1.6845  -2.6759  -0.38
C  -1.5544  1.7628  -1.6718  -0.49
H  -2.1344  2.6330  -1.3844  0.40
H  -2.5589  0.0985  -0.5073  0.53
H  0.7625  -0.0357  -3.3088  0.40
H  -0.2469  2.4782  -3.3538  0.41
O  -2.2609  -2.8622  2.6003  -0.56
C  -1.5332  -1.9801  2.2720  0.30
O  -1.3771  -1.5575  1.0021  -0.89
H  -0.9078  -1.4071  3.0139  0.16

total charge: -1
⟨S²⟩: 6.045
E_HOMO (alpha / beta): -1.75 / -4.21 eV
relative energy (zero: lowest compared OMol25 entry of this formula, charge and spin): 40.1 kJ/mol
multiplicity: 5
E_LUMO (alpha / beta): 3.1600 / 1.8467 eV
gap between HOMO and LUMO (alpha / beta): 4.9 / 6.1 eV


[2]
Below is a cluster of 2 separate species, C11H11N in total at a distorted geometry, with properties calculated with ωB97M-V/def2-TZVPD.

Each line ends with the Mulliken charge.
Geometry (Å):
C  0.2021  -0.6180  1.3920  -0.40
C  0.9401  -1.4825  0.5309  -0.66
C  1.9199  -0.8543  -0.3031  -0.79
C  1.9906  0.5009  -0.3370  0.09
C  1.1792  1.3538  0.5028  -0.46
C  0.2634  0.7595  1.3190  -0.29
H  -0.5391  -1.2219  2.0598  0.28
H  1.1212  -2.5526  0.6872  0.47
H  2.5303  -1.3751  -0.9030  0.55
H  2.7959  0.9941  -1.0067  0.26
H  1.2779  2.5280  0.1900  0.48
H  -0.7060  1.2198  1.7420  0.44
C  -0.6589  1.1512  -0.9120  -0.31
C  -0.0006  -0.0764  -1.0919  -0.60
C  -0.7261  -1.2520  -0.7908  0.00
N  -1.9146  -1.3030  -0.1000  -0.74
C  -2.4190  -0.0996  0.2499  -0.20
C  -1.9059  1.1172  -0.1908  -0.94
H  -0.1762  2.0832  -1.0669  0.62
H  0.9986  -0.3618  -1.5872  0.76
H  -0.4216  -2.2884  -1.1581  0.51
H  -3.3480  -0.2158  0.7134  0.47
H  -2.4031  1.9937  0.0605  0.47

E_HOMO: -7.80 eV
relative energy (zero: lowest compared OMol25 entry of this formula, charge and spin): 777.6 kJ/mol
E_LUMO: 0.5255 eV
SMILES: c1ccccc1.c1ccncc1
gap between HOMO and LUMO: 8.3 eV


[3]
Below is the molecule C11H11N3O4S2 at a distorted geometry, with properties calculated with ωB97M-V/def2-TZVPD.

Each line ends with the Mulliken charge.
Geometry (Å):
C  2.5371  3.5687  -0.0476  -1.28
C  2.0675  2.1834  0.3621  -0.11
O  2.7801  1.1880  -0.3838  -0.30
C  3.4409  0.2477  0.2815  0.48
O  3.5631  0.1826  1.4726  -0.57
C  4.0229  -0.7506  -0.7077  -0.46
S  3.7673  -2.4740  -0.1671  -0.10
C  2.0433  -2.5470  -0.0492  0.55
N  1.4307  -3.6376  0.2656  -0.54
N  0.1139  -3.5137  0.3323  -0.41
C  -0.3006  -2.3198  0.0708  0.24
N  -1.6127  -1.9412  0.0877  -0.01
C  -1.9888  -0.6384  -0.1140  0.49
O  -1.1765  0.2391  -0.3444  -0.72
C  -3.4266  -0.4112  -0.0294  0.32
C  -4.1445  0.7505  -0.1800  -0.45
C  -5.4973  0.4004  0.0021  -0.44
C  -5.5076  -0.9412  0.2492  -0.42
O  -4.2681  -1.4422  0.2331  -0.37
S  0.9593  -1.1710  -0.3112  0.09
H  3.5894  3.6994  0.1932  0.33
H  1.9581  4.3184  0.4837  0.39
H  2.4023  3.7080  -1.1169  0.31
H  1.0083  2.0380  0.1274  0.21
H  2.2350  2.0074  1.4292  0.35
H  3.5887  -0.6010  -1.6956  0.36
H  5.1059  -0.6341  -0.7508  0.36
H  -2.2990  -2.6525  0.2996  0.27
H  -3.7379  1.7172  -0.3931  0.52
H  -6.3446  1.0525  -0.0438  0.45
H  -6.3097  -1.6257  0.4446  0.47

E_HOMO: -8.28 eV
relative energy (zero: lowest compared OMol25 entry of this formula, charge and spin): 5.1 kJ/mol
E_LUMO: 0.0288 eV
SMILES: CCOC(=O)CSc1nnc(NC(=O)c2ccco2)s1
gap between HOMO and LUMO: 8.3 eV


[4]
Below is a structure of composition C11H11NO at a distorted geometry, with properties calculated with ωB97M-V/def2-TZVPD.

Each line ends with the Mulliken charge.
Geometry (Å):
C  -3.5779  -1.4123  0.3066  -0.63
C  -1.8144  0.0199  -0.1946  0.51
C  -1.2770  1.3574  -0.1673  -0.59
C  0.0344  1.7651  0.0623  0.82
C  0.5509  3.2180  0.0485  -1.41
C  1.0084  0.6016  0.1409  0.37
C  2.4465  0.4773  0.1187  -0.18
C  3.2577  -0.6842  -0.0490  -0.69
C  2.6469  -1.9903  0.1339  -0.54
C  1.1901  -1.9317  -0.2393  -0.44
C  0.5376  -0.7125  -0.0728  0.26
H  -3.4521  -1.6414  1.4712  0.26
H  -2.7031  -2.2526  -0.3141  0.26
H  -4.5993  -1.3346  -0.5046  0.26
H  -1.9206  2.3278  0.1135  0.18
H  -0.0858  3.9501  -0.2380  0.50
H  1.2098  2.9597  -1.0050  0.26
H  1.0974  3.5209  0.8830  0.29
H  3.1573  1.4894  0.2197  0.15
H  4.2898  -0.4829  0.2538  0.32
H  3.1088  -2.8989  0.2266  0.46
H  0.7417  -2.8655  -0.2143  0.40
N  -0.8485  -0.8932  -0.2024  -0.47
O  -3.1155  -0.0962  -0.0004  -0.35

E_HOMO: -8.24 eV
relative energy (zero: lowest compared OMol25 entry of this formula, charge and spin): 570.9 kJ/mol
E_LUMO: 0.2459 eV
gap between HOMO and LUMO: 8.5 eV


[5]
Below is the molecule C11H11NO at a distorted geometry, with properties calculated with ωB97M-V/def2-TZVPD.

Each line ends with the Mulliken charge.
Geometry (Å):
O  -2.4518  -1.1997  0.6107  -0.69
C  -1.3346  -1.0439  0.1507  0.45
C  -0.5534  -1.5531  -0.9254  -0.19
C  -0.7379  -2.3557  -2.0211  -0.50
C  0.3989  -2.2319  -2.8066  -0.48
C  1.3309  -1.5596  -2.1122  -0.33
N  0.7558  -1.0545  -0.9698  0.17
C  0.9817  -0.0940  0.0202  -0.67
C  0.1241  1.1061  -0.1741  -0.19
C  0.2284  2.3743  0.6646  -1.02
C  0.1439  1.8853  2.1665  -0.65
C  -0.5532  0.5478  2.2065  -0.71
C  -0.3502  0.0110  0.8195  0.68
H  -1.5150  -2.9230  -2.4957  0.43
H  0.4557  -2.6725  -3.7995  0.40
H  2.3303  -1.2320  -2.5163  0.33
H  1.9072  -0.1921  0.5116  0.41
H  -0.3831  1.0656  -1.1104  0.47
H  -0.6607  3.0280  0.5043  0.36
H  1.1161  2.8414  0.5892  0.35
H  1.0818  1.9723  2.7448  0.34
H  -0.4243  2.6180  2.6047  0.40
H  -0.2860  -0.0764  3.0941  0.33
H  -1.6045  0.7384  2.2434  0.30

E_HOMO: -8.84 eV
relative energy (zero: lowest compared OMol25 entry of this formula, charge and spin): 212.6 kJ/mol
E_LUMO: 0.5622 eV
SMILES: O=C1c2cccn2[C@H]2[C@@H]3CCC[C@]123
gap between HOMO and LUMO: 9.4 eV


[6]
Below is a cluster of 2 separate species, C11H11NO2S in total at a distorted geometry, with properties calculated with ωB97M-V/def2-TZVPD.

Each line ends with the Mulliken charge.
Geometry (Å):
H  1.0487  1.0589  0.8421  0.24
N  0.0288  1.2388  0.8395  -0.68
C  -0.4843  1.3693  -0.3302  0.37
C  0.2073  1.2263  -1.5932  -0.10
C  -0.3585  1.4751  -2.7625  -0.53
C  -1.8043  1.6203  -2.9070  -0.36
C  -2.5681  1.5551  -1.8191  -0.29
C  -2.0234  1.7956  -0.4884  -0.49
H  1.2977  0.9476  -1.6906  0.22
H  0.2910  1.1824  -3.5496  0.35
H  -2.2598  1.6947  -3.8598  0.42
H  -3.7210  1.3021  -1.8079  0.24
H  -2.6399  1.2675  0.3451  0.26
H  -2.1789  2.8153  -0.3074  0.36
O  -1.3841  -2.1012  0.7582  -0.59
C  -0.2222  -1.9636  0.5021  0.34
O  0.2481  -2.2194  -0.6987  -0.45
C  0.7556  -1.6007  1.5115  0.25
C  2.1207  -1.7504  1.4061  -0.15
C  2.8135  -1.6298  2.6110  -0.65
C  2.0008  -1.1863  3.5982  -0.17
S  0.3664  -0.8288  3.0616  0.03
H  -0.2872  -2.7110  -1.3133  0.34
H  2.6203  -2.1968  0.4876  0.34
H  3.9248  -1.5092  2.5390  0.29
H  2.2078  -0.8519  4.6257  0.39

E_HOMO: -8.50 eV
relative energy (zero: lowest compared OMol25 entry of this formula, charge and spin): 369.2 kJ/mol
E_LUMO: 0.2007 eV
SMILES: [H]/N=C1\C=CC=CC1.O=C(O)c1cccs1
gap between HOMO and LUMO: 8.7 eV


[7]
Below is the ion C11H11O2S with charge +1 at a distorted geometry, with properties calculated with ωB97M-V/def2-TZVPD.

Each line ends with the Mulliken charge.
Geometry (Å):
C  -0.2579  0.2299  -1.3576  -0.82
C  -0.4859  -0.9832  0.6741  -0.58
C  -0.5676  -0.9091  -2.0421  0.05
C  -0.6035  -2.1484  -0.0186  -0.74
C  -0.2860  0.2042  0.0246  1.06
C  -0.7228  -2.1432  -1.3619  0.46
C  -0.3173  3.9987  1.3642  -0.45
C  -0.1676  1.4266  0.8508  0.20
C  0.6685  2.0949  3.0409  0.16
C  1.9641  2.2876  3.5975  -0.66
C  -0.6302  -3.3908  -3.3705  -0.78
O  0.3092  1.5485  1.9975  -0.14
O  -1.1017  -3.2444  -2.0533  -0.44
S  -0.7121  3.1184  0.1140  0.07
H  -0.2040  1.2738  -1.9166  0.17
H  -0.5253  -0.9945  1.7292  0.46
H  -0.5793  -0.8418  -3.1999  0.34
H  -0.7167  -3.0562  0.5390  0.44
H  -0.2997  5.0661  1.3375  0.33
H  2.1377  1.2635  4.1090  0.32
H  1.9676  3.0436  4.3596  0.33
H  2.7860  2.5589  2.7911  0.28
H  -0.5253  -4.5357  -3.5916  0.25
H  0.2051  -2.6596  -3.5256  0.37
H  -1.3353  -3.2078  -4.0914  0.33

total charge: +1
E_HOMO (alpha / beta): -11.63 / -11.91 eV
relative energy (zero: lowest compared OMol25 entry of this formula, charge and spin): 423.9 kJ/mol
E_LUMO (alpha / beta): -5.0746 / -5.0787 eV
gap between HOMO and LUMO (alpha / beta): 6.6 / 6.8 eV


[8]
Below is a structure of composition C11H12AuCl5N2S at a distorted geometry, with properties calculated with ωB97M-V/def2-TZVPD.

Each line ends with the Mulliken charge.
Geometry (Å):
Au  9.3308  7.4360  5.9665  -0.13
Cl  10.4875  4.0993  5.6902  -0.21
C  11.5522  5.2539  5.0589  1.27
C  11.1972  6.5875  5.2936  -1.33
C  12.1143  7.4650  4.8203  1.17
Cl  11.9655  9.1822  5.0977  -0.31
C  13.3193  7.1118  4.2049  -0.34
Cl  14.4405  8.2977  3.7231  -0.19
C  13.5914  5.8130  3.9136  0.43
Cl  15.0997  5.4130  3.1037  -0.17
C  12.6914  4.8202  4.3583  -0.41
Cl  13.0092  3.1780  4.0919  -0.17
C  10.6001  12.7844  5.8978  -0.95
C  9.9389  11.8348  4.8360  -0.67
N  9.3426  10.6431  5.4069  0.23
C  8.0484  10.3856  5.5658  0.48
S  7.4573  8.8490  6.0407  -0.39
N  7.1508  11.3997  5.5226  -0.11
C  5.7050  11.3503  5.2901  -0.49
C  5.1239  12.6092  4.6344  -1.11
H  10.8583  13.7088  5.3964  0.37
H  11.4706  12.3436  6.3369  0.30
H  9.9072  13.0753  6.6842  0.28
H  10.6480  11.5752  4.0592  0.36
H  9.1077  12.3939  4.3378  0.36
H  10.0096  9.9002  5.6846  -0.16
H  7.5048  12.2773  5.9721  0.23
H  5.2272  11.1182  6.2619  0.34
H  5.4674  10.5498  4.6283  0.40
H  5.4786  13.4499  5.2751  0.31
H  3.9829  12.6134  4.6116  0.33
H  5.5546  12.7979  3.6129  0.28

E_HOMO: -8.56 eV
E_LUMO: 0.1106 eV
gap between HOMO and LUMO: 8.7 eV